(1)
Entry from the OMol25 dataset: a structure of composition C24H43NP2Tc in a non-equilibrium geometry (ωB97M-V/def2-TZVPD).

As for the total energy: -1757.48875 Ha. The total charge is +2. For the relative energy (zero: lowest compared OMol25 entry of this formula, charge and spin), the calculation gives 83.0 kcal/mol. Its spin multiplicity is 4. As for the highest occupied orbital energy (alpha / beta): -0.49576 / -0.50426 hartree. The max |F| is 6.654 eV Å⁻¹. As for the expectation value of S²: 3.799. For the gap between HOMO and LUMO (alpha / beta), the calculation gives 6.236 / 6.489 eV.

Last column: Löwdin spin population.
Atoms and positions in Å:
P -0.86 -1.75 -2.93  0.055
P 0.37 1.60 -4.77  0.018
C -1.31 -0.98 -4.72  0.038
C -0.36 -0.04 -5.52  0.019
H -2.28 -0.46 -4.60  0.002
H -1.54 -1.86 -5.38  0.003
H 0.59 -0.54 -5.83  0.004
H -0.91 0.32 -6.43  0.003
C -0.89 2.65 -5.78  -0.007
H -0.62 3.70 -5.61  0.000
H -1.91 2.47 -5.42  0.000
H -0.83 2.44 -6.86  0.000
C 1.69 2.55 -5.70  0.013
H 1.69 2.29 -6.76  0.000
H 2.70 2.43 -5.31  0.000
H 1.46 3.61 -5.59  0.002
C -2.52 -2.35 -2.41  0.050
H -2.33 -2.70 -1.38  0.018
H -2.77 -3.30 -2.85  0.007
H -3.19 -1.48 -2.44  0.000
C -0.10 -3.26 -3.76  0.008
H 0.89 -3.04 -4.19  0.001
H -0.74 -3.67 -4.56  0.001
H 0.04 -4.01 -2.98  0.000
Tc -1.06 -1.11 -0.49  1.764
C 1.26 3.37 -2.59  0.031
C 0.14 2.86 -3.28  0.002
C -0.63 1.59 -2.85  0.011
C 0.41 0.63 -2.25  0.126
C 1.25 -0.20 -3.31  0.580
C 2.00 0.74 -3.98  0.073
C 2.97 1.37 -2.93  0.056
C 2.36 2.55 -2.02  0.009
C 0.79 -1.95 -0.19  -0.014
H 1.38 4.44 -2.57  0.001
H -0.58 3.66 -3.53  0.001
H -1.25 1.03 -3.66  0.000
H -1.49 1.81 -2.17  -0.001
H 1.06 1.13 -1.51  0.014
H -0.15 -0.03 -1.55  0.024
H 1.75 -1.06 -2.84  0.033
H 2.50 0.31 -4.86  0.007
H 3.95 1.64 -3.38  0.007
H 3.23 0.59 -2.19  0.001
H 2.21 2.17 -0.98  0.001
H 3.22 3.18 -1.89  0.002
H 1.54 -1.16 -0.37  0.009
H 1.06 -2.80 -0.86  0.005
H 0.92 -2.30 0.84  0.000
C -2.80 -0.74 2.04  0.000
N -1.44 -1.33 1.70  -0.002
C -1.44 -2.71 2.26  0.010
C -0.34 -0.52 2.36  0.009
C -0.33 0.78 1.63  0.028
C 0.27 1.93 2.18  -0.006
C 0.05 3.17 1.60  0.026
C -0.80 3.24 0.50  -0.006
C -1.53 2.11 0.04  0.015
C -1.02 0.84 0.39  -0.055
H -2.63 -0.28 3.03  0.000
H -3.56 -1.56 2.10  0.000
H -3.12 -0.03 1.26  -0.001
H -0.47 -3.16 2.05  0.001
H -1.59 -2.71 3.37  0.001
H -2.30 -3.17 1.74  0.002
H -0.61 -0.39 3.43  0.001
H 0.63 -1.06 2.29  0.001
H 0.91 1.87 3.07  -0.001
H 0.53 4.05 2.02  0.001
H -0.84 4.18 -0.04  -0.001
H -2.44 2.18 -0.58  0.000

***

(2)
Entry from the OMol25 dataset: the molecule C20H31N5O4 (ωB97M-V/def2-TZVPD).

As for the total energy: -1355.42676 Ha. Its structure (SMILES) is CC(C)Cn1[nH]c(CC(=O)N2CC(CN(C)C(=O)CC(=O)NC3CC3)C2)cc1=O. For the relative energy (zero: lowest compared OMol25 entry of this formula, charge and spin), the calculation gives 36.5 kcal/mol. Its spin multiplicity is 1. As for the highest occupied orbital energy: -0.31407 hartree. The max |F| is 0.511 eV Å⁻¹. For the gap between HOMO and LUMO, the calculation gives 8.905 eV.

Last column: natural (NBO) charge in e.
Atoms and positions in Å:
C 6.75 -0.66 2.86  -0.618
C 5.35 -0.63 2.27  -0.227
C 5.33 -0.01 0.88  -0.603
C 4.35 0.12 3.18  -0.222
N 4.75 0.26 4.55  -0.269
N 4.70 -0.83 5.43  -0.410
C 5.26 -0.37 6.62  0.225
C 5.25 -1.27 7.82  -0.537
C 5.97 -0.57 8.96  0.693
O 5.41 0.19 9.73  -0.610
N 7.30 -0.78 8.99  -0.431
C 8.22 -1.69 8.31  -0.216
C 9.37 -1.07 9.14  -0.221
C 10.44 -0.35 8.35  -0.221
N 11.43 -1.25 7.76  -0.430
C 12.52 -1.63 8.63  -0.408
C 11.24 -1.69 6.48  0.702
O 10.25 -1.38 5.84  -0.661
C 12.35 -2.56 5.90  -0.602
C 12.30 -2.95 4.42  0.686
O 13.35 -3.20 3.85  -0.626
N 11.08 -3.10 3.87  -0.616
C 10.95 -3.49 2.49  -0.058
C 9.58 -3.54 1.92  -0.429
C 10.54 -2.47 1.47  -0.427
C 8.32 -0.14 9.81  -0.196
C 5.78 0.86 6.46  -0.371
C 5.47 1.30 5.09  0.617
O 5.77 2.32 4.49  -0.643
H 7.13 0.35 3.04  0.222
H 6.77 -1.20 3.81  0.212
H 7.43 -1.16 2.17  0.210
H 5.01 -1.67 2.18  0.189
H 5.70 1.02 0.91  0.211
H 5.97 -0.57 0.19  0.211
H 4.32 0.01 0.46  0.206
H 4.28 1.16 2.83  0.240
H 3.35 -0.31 3.12  0.198
H 3.75 -1.18 5.53  0.378
H 4.23 -1.49 8.13  0.246
H 5.74 -2.21 7.55  0.232
H 8.01 -2.75 8.51  0.194
H 8.31 -1.52 7.24  0.229
H 9.81 -1.76 9.85  0.205
H 9.98 0.24 7.55  0.238
H 10.99 0.34 9.00  0.203
H 13.20 -2.32 8.14  0.221
H 13.09 -0.74 8.92  0.202
H 12.15 -2.11 9.53  0.198
H 13.32 -2.08 6.04  0.254
H 12.39 -3.50 6.46  0.249
H 10.31 -2.65 4.34  0.431
H 11.67 -4.24 2.20  0.230
H 9.35 -4.34 1.23  0.219
H 8.76 -3.24 2.55  0.214
H 10.37 -1.46 1.82  0.221
H 10.97 -2.54 0.48  0.219
H 8.44 0.92 9.59  0.198
H 8.18 -0.27 10.89  0.207
H 6.32 1.44 7.18  0.242

***

(3)
Entry from the OMol25 dataset: the molecule C5H6N2O in a non-equilibrium geometry (ωB97M-V/def2-TZVPD).

As for the total energy: -378.71496 Ha. Its structure (SMILES) is O[C@@H]1C=CC=NN=C1. For the relative energy (zero: lowest compared OMol25 entry of this formula, charge and spin), the calculation gives 97.9 kcal/mol. Its spin multiplicity is 1. As for the highest occupied orbital energy: -0.33525 hartree. The max |F| is 6.495 eV Å⁻¹. For the gap between HOMO and LUMO, the calculation gives 8.870 eV.

Last column: natural (NBO) charge in e.
Atoms and positions in Å:
O 1.37 -0.10 1.40  -0.687
C 1.17 0.45 0.10  -0.009
C -0.16 1.17 -0.21  -0.143
C -1.46 0.64 -0.20  -0.296
C -1.57 -0.67 0.40  -0.015
N -0.53 -1.59 0.50  -0.275
N 0.30 -1.73 -0.61  -0.209
C 1.16 -0.75 -0.98  0.057
H 0.53 -0.44 1.69  0.486
H 1.92 1.33 -0.10  0.210
H -0.04 2.15 -0.79  0.210
H -2.13 1.45 -0.45  0.245
H -2.24 -1.09 1.10  0.220
H 1.68 -0.83 -1.87  0.207

***

(4)
Entry from the OMol25 dataset: a cluster of 7 separate species, C63H80F10N4O4 in total in a non-equilibrium geometry (ωB97M-V/def2-TZVPD).

As for the total energy: -3967.17352 Ha. Its spin multiplicity is 1. As for the highest occupied orbital energy: -0.29245 hartree. The max |F| is 4.072 eV Å⁻¹. For the gap between HOMO and LUMO, the calculation gives 8.306 eV.

Last column: Löwdin charge in e.
Atoms and positions in Å:
C -0.22 4.02 4.75  -0.057
C 1.10 3.48 5.34  -0.266
O 1.61 2.51 4.45  -0.171
C 2.82 1.92 4.92  -0.212
C 2.85 0.42 4.61  -0.162
C 2.41 0.13 3.14  -0.168
C 0.89 -0.14 3.17  -0.166
C 0.37 -0.83 1.88  -0.134
N 0.58 -0.08 0.65  0.058
C 1.30 -0.67 -0.38  -0.250
N 2.28 -1.51 -0.15  0.183
C 2.99 -2.20 -1.23  -0.219
N 4.30 -1.62 -1.49  0.034
N 0.77 -0.26 -1.53  0.134
C 1.51 -0.05 -2.77  -0.681
O 2.72 0.25 -2.66  -0.022
O 0.95 -0.24 -3.86  0.015
C -0.60 0.20 -1.27  -0.232
C -1.46 0.81 -2.39  -0.091
C -1.30 2.29 -2.79  -0.122
C -2.52 3.13 -2.37  -0.234
O -2.14 4.49 -2.50  -0.185
C -3.01 5.36 -1.80  -0.109
C -1.33 -1.21 -1.10  -0.100
C -1.12 -2.21 -2.25  -0.367
C -2.31 -2.30 -3.25  -0.061
C -1.03 -3.63 -1.61  -0.073
C -0.45 0.87 0.14  -0.157
C -1.87 0.84 0.73  -0.085
C -2.16 1.68 2.01  -0.153
C -3.69 1.77 2.28  -0.411
C -4.38 2.71 1.29  -0.080
C -4.37 0.38 2.41  -0.061
C 0.23 2.24 0.29  -0.346
F 0.52 2.49 1.61  0.098
F -0.59 3.27 -0.05  0.123
C 1.59 2.56 -0.36  -0.280
F 2.62 1.83 0.15  0.073
F 1.64 2.69 -1.69  0.114
H -1.09 3.54 5.21  0.070
H -0.30 5.11 4.83  0.072
H -0.26 3.78 3.68  0.056
H 0.85 3.03 6.31  0.121
H 1.78 4.34 5.47  0.105
H 3.67 2.37 4.37  0.118
H 2.97 2.15 5.98  0.119
H 2.21 -0.11 5.32  0.101
H 3.88 0.08 4.78  0.108
H 2.62 1.05 2.59  0.099
H 2.95 -0.74 2.76  0.098
H 0.71 -0.89 3.96  0.102
H 0.29 0.72 3.44  0.088
H -0.67 -1.12 2.09  0.120
H 0.92 -1.78 1.86  0.110
H 2.58 -1.73 0.79  0.130
H 2.39 -2.30 -2.14  0.127
H 3.18 -3.22 -0.88  0.122
H 4.37 -1.34 -2.46  0.068
H 5.01 -2.34 -1.35  0.070
H -1.36 0.21 -3.30  0.101
H -2.51 0.68 -2.11  0.118
H -1.30 2.35 -3.88  0.124
H -0.43 2.84 -2.44  0.095
H -2.79 2.98 -1.31  0.085
H -3.38 2.89 -3.02  0.133
H -3.88 5.56 -2.44  0.081
H -3.35 4.97 -0.82  0.071
H -2.49 6.30 -1.58  0.093
H -2.41 -1.09 -0.98  0.114
H -1.04 -1.71 -0.16  0.103
H -0.21 -2.11 -2.86  0.116
H -2.42 -3.34 -3.57  0.069
H -2.15 -1.63 -4.11  0.073
H -3.24 -2.01 -2.74  0.078
H -2.05 -3.87 -1.26  0.085
H -0.78 -4.40 -2.34  0.059
H -0.40 -3.65 -0.71  0.067
H -2.19 -0.16 1.02  0.096
H -2.63 1.17 0.01  0.109
H -1.75 1.18 2.89  0.107
H -1.81 2.71 1.96  0.097
H -3.76 2.25 3.26  0.126
H -4.46 2.33 0.27  0.069
H -5.41 2.88 1.63  0.083
H -3.92 3.71 1.32  0.077
H -3.64 -0.41 2.56  0.069
H -4.96 0.17 1.51  0.080
H -5.09 0.42 3.24  0.076
H 1.82 3.57 0.01  0.174
F 0.54 -6.24 -3.40  0.046
C -0.27 -7.28 -3.64  -0.292
C -0.82 -7.43 -4.90  -0.012
C -1.66 -8.51 -5.15  -0.072
C -1.93 -9.42 -4.14  -0.089
C -1.37 -9.26 -2.88  -0.086
C -0.53 -8.18 -2.63  -0.023
H -0.60 -6.70 -5.67  0.117
H -2.09 -8.64 -6.13  0.078
H -2.58 -10.26 -4.33  0.102
H -1.58 -9.97 -2.09  0.103
H -0.07 -8.04 -1.66  0.114
F -5.75 6.72 -0.25  0.054
C -6.05 7.70 -1.11  -0.293
C -6.46 7.38 -2.39  -0.026
C -6.77 8.39 -3.28  -0.082
C -6.67 9.72 -2.89  -0.097
C -6.26 10.03 -1.60  -0.084
C -5.95 9.02 -0.70  -0.018
H -6.52 6.34 -2.69  0.115
H -7.10 8.15 -4.29  0.105
H -6.91 10.51 -3.58  0.101
H -6.17 11.06 -1.29  0.105
H -5.63 9.24 0.31  0.117
F 5.65 0.74 2.86  0.045
C 6.35 0.65 1.70  -0.279
C 7.68 0.26 1.75  -0.028
C 8.39 0.15 0.57  -0.092
C 7.78 0.45 -0.65  -0.097
C 6.44 0.84 -0.67  -0.079
C 5.72 0.93 0.51  -0.013
H 8.14 0.04 2.71  0.113
H 9.43 -0.16 0.59  0.101
H 8.34 0.37 -1.57  0.099
H 5.96 1.07 -1.61  0.111
H 4.69 1.23 0.51  0.094
F 2.58 -3.43 3.21  0.046
C 1.71 -4.15 3.95  -0.288
C 1.24 -5.35 3.45  -0.017
C 0.35 -6.09 4.21  -0.080
C -0.08 -5.61 5.44  -0.093
C 0.40 -4.40 5.92  -0.077
C 1.30 -3.66 5.18  -0.020
H 1.58 -5.70 2.49  0.117
H -0.02 -7.03 3.84  0.106
H -0.78 -6.19 6.03  0.103
H 0.06 -4.02 6.88  0.107
H 1.69 -2.71 5.54  0.109
F -3.15 -8.33 -7.73  0.033
C -3.51 -7.33 -8.57  -0.276
C -3.94 -7.65 -9.84  -0.017
C -4.31 -6.62 -10.70  -0.082
C -4.24 -5.30 -10.27  -0.095
C -3.81 -5.01 -8.99  -0.079
C -3.44 -6.03 -8.12  -0.015
H -3.98 -8.68 -10.16  0.117
H -4.65 -6.85 -11.70  0.105
H -4.53 -4.50 -10.94  0.102
H -3.75 -3.98 -8.65  0.107
H -3.11 -5.82 -7.11  0.114
F 5.02 4.49 8.82  0.057
C 5.66 4.44 7.63  -0.288
C 6.99 4.11 7.60  -0.019
C 7.64 4.05 6.37  -0.082
C 6.95 4.34 5.20  -0.092
C 5.61 4.69 5.26  -0.086
C 4.95 4.73 6.48  -0.026
H 7.52 3.89 8.52  0.117
H 8.69 3.78 6.33  0.104
H 7.46 4.30 4.25  0.102
H 5.07 4.92 4.35  0.108
H 3.90 4.99 6.54  0.105